# 1
Density functional theory data (ωB97M-V/def2-TZVPD) for a molecular structure, C42H56As3Cl2N7O8SeSn at a distorted geometry.

Last column: Löwdin charge in e.
Atoms and positions in Å:
Sn1 -0.61802 1.33059 -0.30846  1.18
O1 -1.50701 1.15893 -2.73862  -0.12
C1 -0.77692 0.14252 -2.85268  -0.72
O2 0.39386 0.06641 -2.40672  -0.18
C2 -1.40018 -1.10227 -3.44410  -0.07
C3 -1.64000 -1.26985 -4.76269  0.05
C4 -2.25125 -2.46124 -5.23674  -0.17
C5 -2.63276 -3.44062 -4.34598  0.06
C6 -2.46277 -3.26934 -2.98283  -0.08
C7 -1.80235 -2.08182 -2.43354  -0.35
O3 -1.61737 -1.85704 -1.23305  -0.04
N1 -2.95964 -4.31277 -2.14038  -0.36
O4 -3.13923 -4.10482 -0.94998  0.04
O5 -3.24020 -5.39714 -2.65856  0.01
N2 -2.49057 -2.62733 -6.62616  -0.38
O6 -2.17076 -1.71958 -7.39186  0.02
O7 -3.00857 -3.66930 -7.02769  0.01
H1 -1.36164 -0.51102 -5.48022  0.13
H2 -3.10962 -4.33597 -4.71398  0.12
C8 -0.45886 -5.28087 2.85964  -0.34
As1 -0.08323 -3.77582 1.60808  1.13
C9 -1.30585 -2.53773 2.47455  -0.33
C10 1.49196 -3.05471 2.60441  -0.38
C11 2.85945 -3.36791 1.98204  -0.70
C12 3.94290 -3.21770 3.06033  -0.11
C13 3.20921 -2.40509 0.82308  -0.35
As2 1.82789 -1.54438 -0.37881  1.13
C14 1.86277 -2.86791 -1.81898  -0.31
C15 3.19911 -0.34864 -1.13504  -0.32
C16 2.82438 -4.82676 1.49874  -0.43
As3 4.49658 -5.79413 1.09212  1.10
C17 4.68718 -5.37980 -0.82313  -0.36
C18 3.52024 -7.48219 0.78650  -0.36
H3 -0.27964 -4.97142 3.89190  0.01
H4 0.15822 -6.15441 2.64359  0.00
H5 -1.50408 -5.57159 2.75072  0.01
H6 -1.04423 -2.42254 3.52841  0.02
H7 -2.33071 -2.89436 2.39799  0.02
H8 -1.23114 -1.57196 1.97633  0.01
H9 1.45662 -3.45060 3.62603  0.07
H10 1.36026 -1.97016 2.66445  0.07
H11 3.88249 -2.23317 3.52910  0.08
H12 4.93595 -3.33125 2.61702  0.05
H13 3.83096 -3.98025 3.83691  0.08
H14 3.95526 -2.89682 0.18803  0.05
H15 3.70471 -1.53500 1.26858  0.06
H16 2.88583 -3.18934 -2.02422  0.00
H17 1.44724 -2.40659 -2.71402  0.02
H18 1.24652 -3.72627 -1.54861  0.01
H19 2.78933 0.13574 -2.01812  0.01
H20 3.45064 0.42284 -0.40464  0.00
H21 4.11020 -0.89058 -1.40172  0.02
H22 2.19523 -4.89026 0.60579  0.04
H23 2.34701 -5.43165 2.27738  0.05
H24 5.28541 -4.48405 -0.98613  0.01
H25 3.70316 -5.23129 -1.26870  0.01
H26 5.18011 -6.21150 -1.32886  0.01
H27 3.07177 -7.82695 1.71855  0.01
H28 4.17567 -8.26790 0.40996  0.01
H29 2.71981 -7.31293 0.06423  0.02
Cl1 -3.93155 2.48231 3.75157  0.67
C19 -2.27480 2.99974 3.79721  -0.59
C20 -1.85697 3.80283 4.85597  -0.15
C21 -0.55706 4.23449 4.92091  -0.63
Cl2 -0.08150 5.27771 6.24168  0.62
C22 0.38932 3.84332 3.95115  -0.18
C23 1.74343 4.24228 3.94544  -0.04
C24 2.57792 3.77309 2.96799  -0.05
C25 2.06618 2.89099 2.00292  -0.15
N3 0.81211 2.51672 1.96443  0.07
C26 -0.04008 2.99384 2.89464  -0.15
C27 -1.42716 2.59738 2.74978  -0.42
O8 -1.81184 1.94393 1.73343  -0.27
H30 -2.56935 4.09569 5.61463  0.10
H31 2.09656 4.90648 4.72239  0.08
H32 3.61847 4.06746 2.93353  0.10
H33 2.70912 2.48702 1.22847  0.08
C28 -4.29793 1.86388 -0.45929  -0.18
N4 -5.76015 1.77369 -0.31465  -0.09
C29 -6.04046 0.81068 0.75578  -0.19
N5 -5.48223 -0.51320 0.47879  -0.08
C30 -4.02659 -0.36669 0.31063  -0.17
N6 -3.69679 0.56728 -0.76775  -0.10
C31 -4.29028 0.06634 -2.00685  -0.16
N7 -5.75046 -0.07508 -1.89782  -0.08
C32 -6.31123 1.23120 -1.55652  -0.19
C33 -6.03178 -0.99117 -0.78913  -0.18
H34 -3.87209 2.22887 0.47797  0.10
H35 -4.05757 2.56768 -1.26151  0.13
H36 -7.12665 0.71792 0.86189  0.11
H37 -5.61308 1.18630 1.68685  0.09
H38 -3.59247 -1.33782 0.06991  0.11
H39 -3.59834 0.00876 1.24273  0.11
H40 -3.87082 -0.91006 -2.23919  0.11
H41 -4.04656 0.75277 -2.81811  0.13
H42 -7.39487 1.12496 -1.43822  0.11
H43 -6.10180 1.92845 -2.37189  0.12
H44 -5.59771 -1.96810 -1.01559  0.12
H45 -7.11778 -1.09529 -0.69087  0.11
C34 4.57031 8.21057 -0.88785  -0.07
C35 3.62429 7.03964 -0.80920  -0.29
C36 4.05279 5.74518 -1.06158  -0.03
C37 3.16088 4.67700 -1.10567  -0.31
C38 3.67248 3.29516 -1.40010  -0.09
C39 1.79846 4.91295 -0.89289  -0.49
Se1 0.50449 3.49017 -1.25481  0.61
C40 1.36209 6.19832 -0.54456  -0.31
C41 -0.07967 6.45283 -0.20519  -0.09
C42 2.27976 7.24073 -0.52079  -0.03
H46 5.60520 7.87269 -0.94618  0.07
H47 4.45804 8.86276 -0.01974  0.07
H48 4.35914 8.80350 -1.78123  0.07
H49 5.10426 5.55402 -1.25366  0.10
H50 4.75604 3.29640 -1.52271  0.07
H51 3.19838 2.90363 -2.30123  0.07
H52 3.40166 2.61986 -0.58881  0.02
H53 -0.71972 6.02294 -0.97570  0.05
H54 -0.28199 7.51988 -0.10762  0.07
H55 -0.33426 5.94953 0.73037  0.08
H56 1.94092 8.24512 -0.28341  0.11

* net charge: -2
* frontier orbital gap: 6.53 eV
* HOMO level: -2.879 eV

# 2
Density functional theory data (ωB97M-V/def2-TZVPD) for a molecular structure, C42H56BCuN4O2 at a distorted geometry.

Last column: Löwdin charge in e.
Atoms and positions in Å:
Cu1 -11.11849 6.91742 14.70734  0.40
C1 -14.21556 8.33266 19.82151  -0.10
C2 -12.78808 8.87769 19.64605  -0.20
C3 -12.04485 8.07442 18.67598  -0.15
C4 -11.00809 7.28653 18.96219  -0.11
C5 -10.34011 6.93684 20.28714  -0.21
C6 -10.90406 5.68383 20.94750  -0.11
C7 -10.56687 6.61650 17.65069  -0.17
C8 -9.75227 5.54043 17.30425  0.01
C9 -9.61051 4.95588 16.04682  -0.21
C10 -8.74473 3.75885 15.76137  -0.13
C11 -8.18718 2.94845 16.82482  -0.21
C12 -6.65063 3.37183 17.01299  -0.11
C13 -8.91037 3.46288 14.39089  -0.18
C14 -9.57280 4.51554 13.86983  -0.30
C15 -9.62660 4.73407 12.48905  0.04
C16 -10.43638 5.45537 11.68473  -0.19
N1 -11.60193 6.00423 12.11073  0.16
C17 -11.89179 7.06347 11.21623  -0.15
C18 -12.78942 8.05449 11.54886  0.02
C19 -13.22936 8.41389 12.78724  -0.19
N2 -12.71093 8.00217 14.08285  0.09
C20 -13.47844 8.68922 14.97284  -0.22
C21 -13.29589 8.62947 16.45896  0.05
C22 -12.28052 8.02636 17.18003  -0.21
N3 -11.24789 7.31445 16.66099  0.03
C23 -14.47344 9.47655 14.36776  -0.19
C24 -14.32356 9.34082 13.03479  -0.17
C25 -15.00565 10.10134 11.98874  -0.23
C26 -14.33597 11.35831 11.48610  -0.11
C27 -15.53520 10.21621 15.08651  -0.22
C28 -15.03200 11.56004 15.54074  -0.12
C29 -11.06084 6.93418 10.05865  -0.08
C30 -10.12560 5.93818 10.36237  -0.12
C31 -9.00839 5.44235 9.54191  -0.17
C32 -9.47385 4.11307 8.85454  -0.07
C33 -11.29696 7.50356 8.65735  -0.17
C34 -12.37186 6.70940 7.88407  -0.10
N4 -9.93755 5.42175 14.80212  0.05
C35 -8.42589 2.23495 13.69016  -0.18
C36 -9.67639 1.54357 13.09652  -0.09
H1 -14.69490 8.95262 20.61987  0.07
H2 -14.19647 7.29923 20.21659  0.07
H3 -14.94351 8.25184 18.98124  0.07
H4 -12.32377 8.83072 20.57091  0.08
H5 -12.87583 9.90201 19.43434  0.10
H6 -10.29581 7.81509 20.98100  0.11
H7 -9.29164 6.74009 20.05798  0.10
H8 -11.96509 5.79816 21.29132  0.08
H9 -10.37914 5.48827 21.91387  0.07
H10 -10.78215 4.83269 20.28860  0.06
H11 -9.15190 5.03986 18.03846  0.08
H12 -8.16619 1.88714 16.74014  0.08
H13 -8.52720 3.04872 17.90689  0.11
H14 -6.09207 3.25105 16.08498  0.05
H15 -6.08731 2.69491 17.70752  0.06
H16 -6.46951 4.44968 17.19417  0.07
H17 -8.75552 4.25604 12.10759  0.10
H18 -13.04067 8.72278 10.69795  0.12
H19 -13.85995 9.18783 17.04328  0.03
H20 -15.91982 10.46284 12.49577  0.10
H21 -15.38031 9.49366 11.17907  0.11
H22 -13.95141 12.13484 12.25014  0.10
H23 -14.89893 11.96558 10.63097  0.11
H24 -13.43943 11.01905 11.11157  0.01
H25 -16.02608 9.76180 16.00899  0.13
H26 -16.37738 10.30964 14.40458  0.09
H27 -14.01240 11.33108 16.09561  0.11
H28 -15.82115 12.11918 15.99268  0.05
H29 -14.50974 12.24321 14.84132  0.06
H30 -8.10243 5.09998 10.10458  0.11
H31 -8.63575 6.12924 8.78953  0.10
H32 -9.70494 3.32958 9.50278  0.04
H33 -8.76983 3.64148 8.11101  0.09
H34 -10.31301 4.43308 8.33928  0.03
H35 -10.38020 7.51063 8.04918  0.10
H36 -11.60248 8.51312 8.71911  0.08
H37 -12.39141 5.62274 8.00841  0.07
H38 -12.52517 6.97253 6.85857  0.05
H39 -13.38097 6.99786 8.30195  0.08
H40 -7.89641 1.59491 14.41808  0.10
H41 -7.73098 2.51296 12.91252  0.10
H42 -10.46818 1.42237 13.82479  0.06
H43 -9.39753 0.54704 12.65251  0.07
H44 -10.11005 2.17876 12.29438  0.07
C37 -13.75125 4.61768 15.11574  0.03
C38 -14.38399 4.54078 13.73123  -0.50
C39 -15.83398 4.76833 13.68185  0.01
O1 -13.89908 5.61080 12.94966  0.18
B1 -12.67488 5.18209 12.62085  -0.68
O2 -12.51431 3.76308 12.67023  0.14
C40 -13.84575 3.38105 12.91947  -0.48
C41 -14.52105 3.04682 11.57305  0.01
C42 -13.87475 1.99652 13.68191  0.01
H45 -13.78244 5.63724 15.45197  0.08
H46 -12.69458 4.43077 15.06558  0.08
H47 -14.31829 3.99382 15.87051  0.12
H48 -16.10906 5.67915 14.18394  0.10
H49 -16.45267 4.00944 14.08551  0.08
H50 -16.07136 4.84270 12.62749  0.09
H51 -14.80521 3.93613 11.03755  0.09
H52 -15.41895 2.50897 11.94781  0.10
H53 -13.87754 2.44461 10.99823  0.08
H54 -13.13961 1.99054 14.47445  0.08
H55 -13.79561 1.17649 12.99378  0.07
H56 -14.92976 1.94379 14.03002  0.09

* net charge: -1
* frontier orbital gap (spin up / spin down): 4.81 / 5.19 eV
* spin multiplicity: 2
* HOMO level (spin up / spin down): -2.188 / -3.133 eV

Look up the net charge of the second one. -1

Which value of net charge does entry 1 give? -2

The highest net charge belongs to which entry? C42H56BCuN4O2

Which of these has the lowest net charge? C42H56As3Cl2N7O8SeSn